{"formula": "C25H36NO2Sc", "method": "ωB97M-V with the def2-TZVPD basis set", "symbols": ["O", "C", "C", "H", "H", "C", "H", "H", "C", "H", "H", "H", "C", "H", "H", "H", "Sc", "C", "C", "C", "H", "C", "C", "H", "H", "H", "H", "C", "C", "C", "H", "C", "C", "H", "H", "H", "H", "O", "C", "C", "H", "H", "C", "H", "H", "C", "H", "H", "H", "H", "C", "C", "C", "C", "C", "C", "N", "H", "H", "H", "H", "H", "H", "H", "H"], "coordinates": [[4.74329, 0.49833, -2.33476], [4.88865, -0.25777, -3.57938], [6.40067, 0.01019, -3.68974], [4.30657, 0.19693, -4.39237], [4.64346, -1.31934, -3.46308], [6.15328, 0.86749, -2.41129], [6.71258, 0.58288, -4.56470], [7.04884, -0.85225, -3.52527], [6.37000, 2.33339, -2.72651], [5.85455, 2.61048, -3.65006], [7.44546, 2.51997, -2.85101], [6.01307, 2.96417, -1.90731], [6.95662, 0.41307, -1.21005], [6.82244, -0.65506, -1.02583], [6.66184, 0.98525, -0.32260], [8.01869, 0.61395, -1.39920], [-1.90308, -0.19218, 1.44287], [-2.14249, -1.69122, 3.36852], [-2.76360, -2.34162, 2.25513], [-1.75458, -2.63955, 1.28844], [-3.80168, -2.65807, 2.18874], [-0.50563, -2.15862, 1.79970], [-0.74596, -1.56164, 3.07375], [0.01763, -1.15892, 3.73661], [-2.62486, -1.45378, 4.31862], [-1.90843, -3.20714, 0.36818], [0.46805, -2.31943, 1.35229], [-2.92137, 1.62921, 2.89954], [-1.62624, 1.30266, 3.40350], [-0.66866, 1.61462, 2.39572], [-1.40617, 0.96563, 4.42025], [-1.37558, 2.12729, 1.25379], [-2.76652, 2.13019, 1.57690], [-3.56679, 2.51932, 0.94396], [-3.85034, 1.61220, 3.47620], [0.41333, 1.57231, 2.51310], [-0.92949, 2.50278, 0.32939], [-0.19294, -0.08619, -0.16455], [1.20322, 0.22974, 0.20471], [2.08462, -0.42524, -0.84156], [1.41458, -0.13757, 1.22034], [1.30935, 1.31949, 0.21081], [1.17874, -0.56599, -2.06883], [2.38426, -1.42220, -0.47669], [2.97626, 0.16179, -1.06518], [-0.20149, -0.77423, -1.47055], [1.48035, -1.39512, -2.71565], [1.19487, 0.37458, -2.63954], [-0.40757, -1.83548, -1.28307], [-1.01291, -0.36951, -2.08345], [-5.44328, -0.73812, 3.02714], [-5.30793, -0.49902, 1.58317], [-6.41313, -0.48186, 0.70209], [-5.92715, -0.13451, -0.56660], [-4.53534, 0.03457, -0.43929], [-3.62833, 0.42218, -1.53985], [-4.16000, -0.23244, 0.86578], [-6.51750, -0.88095, 3.23101], [-5.10047, 0.10470, 3.62695], [-4.94088, -1.64389, 3.36332], [-7.42212, -0.70277, 1.01226], [-6.47192, -0.00495, -1.49519], [-2.63741, 0.77359, -1.20094], [-4.09690, 1.23769, -2.12253], [-3.48651, -0.43399, -2.22613]], "e_lumo_ev": 0.284, "homo_energy_ha": -0.22682, "total_charge": 0, "homo_lumo_gap_ev": 6.46}

{"formula": "C25H37Br2Cl4F5MgN5O13PS", "method": "ωB97M-V with the def2-TZVPD basis set", "symbols": ["C", "C", "C", "N", "C", "C", "C", "C", "O", "O", "C", "F", "F", "C", "F", "F", "C", "S", "C", "O", "N", "P", "N", "O", "O", "H", "H", "H", "H", "H", "H", "H", "H", "H", "H", "H", "H", "H", "O", "Cl", "O", "O", "O", "C", "C", "O", "C", "O", "O", "F", "H", "H", "H", "C", "C", "O", "H", "H", "H", "H", "H", "Br", "C", "C", "Br", "H", "H", "H", "H", "C", "C", "N", "C", "C", "N", "C", "C", "H", "H", "H", "H", "H", "H", "H", "H", "H", "H", "H", "Mg", "C", "Cl", "Cl", "Cl", "H"], "coordinates": [[3.72174, -1.51278, 4.75797], [3.02432, -2.05944, 3.47834], [2.39333, -3.50174, 3.62470], [3.01265, -1.35644, 2.36242], [1.89945, -0.56850, 2.24687], [0.57918, -1.27386, 2.15568], [-0.63124, -0.48167, 1.99713], [-1.98775, -1.22945, 1.86925], [-2.35783, -1.50863, 0.77084], [-2.74414, -1.62637, 2.98673], [-3.79796, -0.74906, 3.29068], [-4.15683, 0.07836, 2.26855], [-3.40285, -0.02499, 4.41379], [-5.08438, -1.57204, 3.73022], [-5.96551, -1.58522, 2.64081], [-4.79936, -2.88446, 4.02228], [-0.48867, 1.00320, 1.92988], [-1.92060, 2.11493, 1.73156], [0.83033, 1.57428, 2.02171], [0.93229, 2.94151, 1.91565], [2.02457, 0.82498, 2.18540], [3.50529, 1.76197, 2.27066], [4.80934, 0.97330, 2.59858], [3.62848, 2.51039, 0.79435], [3.32855, 2.93590, 3.45742], [4.02462, -2.41700, 5.36656], [3.01709, -0.89647, 5.39956], [4.66549, -0.96133, 4.53119], [3.15921, -4.24173, 3.97524], [1.92779, -3.84877, 2.66576], [1.58287, -3.37815, 4.40677], [0.48030, -2.37677, 2.20356], [-5.63881, -1.08024, 4.56829], [-1.55950, 2.87627, 0.64211], [0.73859, 3.20392, 0.98447], [5.19993, 1.35570, 3.46657], [4.57077, 2.50510, 0.54139], [2.80400, 2.51822, 4.18008], [5.26581, -2.54269, 0.41111], [4.25242, -3.46022, -0.16409], [4.93320, -4.47755, -0.92152], [3.37711, -2.71612, -1.02116], [3.51035, -4.04679, 0.90517], [3.16319, 7.07192, 0.35579], [2.26128, 7.02021, 1.55215], [1.10766, 6.36718, 1.04779], [1.54757, 5.55763, 0.05163], [0.90524, 4.66306, -0.41800], [2.80275, 5.87893, -0.34197], [1.91592, 8.26098, 1.95823], [2.96817, 7.93786, -0.28043], [4.21781, 7.06633, 0.62683], [2.66272, 6.45494, 2.39694], [3.32664, 1.36782, 8.45167], [2.54853, 0.27385, 7.67258], [2.59824, 0.58847, 6.37529], [2.87890, 2.35393, 8.31575], [3.30741, 1.14090, 9.52220], [4.37339, 1.41699, 8.14452], [1.55633, 0.22213, 8.15349], [3.00459, -0.68455, 7.99112], [-1.84775, -4.51534, -2.54950], [-2.69026, -2.79560, -2.19887], [-3.19278, -2.16439, -3.47155], [-1.73400, -1.38898, -4.50963], [-1.95934, -2.18570, -1.67400], [-3.51997, -3.01637, -1.52820], [-3.85684, -1.32907, -3.24934], [-3.70589, -2.86787, -4.12390], [-3.01003, 2.86541, -9.79641], [-2.91757, 2.11320, -8.48393], [-3.89447, 1.02182, -8.35183], [-3.84148, 0.04095, -7.38258], [-4.92987, -0.74943, -7.55846], [-5.62355, -0.23624, -8.63175], [-4.97849, 0.83003, -9.10212], [-6.87449, -0.75393, -9.18595], [-3.98435, 3.34595, -9.90958], [-2.24846, 3.64309, -9.83753], [-2.86184, 2.19354, -10.64467], [-3.07793, 2.79697, -7.64781], [-1.92154, 1.67959, -8.37936], [-3.02740, 0.03463, -6.67666], [-5.30470, -1.61812, -7.04716], [-5.29504, 1.42702, -9.94209], [-6.70936, -1.05017, -10.22107], [-7.63137, 0.02823, -9.14316], [-7.21014, -1.61381, -8.61108], [7.14622, -1.96522, -0.62395], [2.13477, -7.60662, 2.20869], [3.36714, -7.97041, 3.42197], [0.82794, -6.64724, 2.92156], [2.84653, -6.76033, 0.83662], [1.71629, -8.54374, 1.85518]], "e_lumo_ev": -8.717, "homo_energy_ha": -0.37889, "total_charge": 2, "homo_lumo_gap_ev": 1.59}

{"formula": "C25H37Br39N2O4P", "method": "ωB97M-V with the def2-TZVPD basis set", "symbols": ["C", "C", "C", "O", "C", "N", "C", "C", "N", "C", "C", "P", "O", "O", "C", "C", "O", "C", "C", "H", "H", "H", "H", "H", "H", "H", "H", "H", "H", "H", "H", "H", "H", "H", "H", "H", "H", "H", "H", "H", "H", "H", "H", "C", "Br", "Br", "Br", "H", "C", "Br", "Br", "Br", "H", "C", "Br", "Br", "Br", "H", "C", "Br", "Br", "Br", "H", "C", "Br", "Br", "Br", "H", "C", "Br", "Br", "Br", "H", "C", "Br", "Br", "Br", "H", "C", "Br", "Br", "Br", "H", "C", "Br", "Br", "Br", "H", "C", "Br", "Br", "Br", "H", "C", "Br", "Br", "Br", "H", "C", "Br", "Br", "Br", "H", "C", "Br", "Br", "Br", "H"], "coordinates": [[-3.72924, -1.39975, -3.61352], [-3.98167, -2.53156, -2.45973], [-2.61839, -3.36639, -2.33417], [-2.10972, -3.46269, -0.93442], [-0.69989, -3.65311, -1.11747], [-0.19810, -4.61896, -2.08762], [1.25844, -4.64660, -2.17359], [1.59321, -3.59368, -1.09315], [0.40889, -2.99624, -0.45616], [0.29888, -1.94764, 0.60945], [1.70504, -1.33144, 1.06564], [1.97271, 0.47833, 0.55368], [0.76561, 1.05490, -0.21179], [3.41553, 0.52082, -0.40478], [3.20870, 1.31693, -1.61183], [2.51097, 0.41536, -2.77752], [2.22909, 1.35232, 2.02351], [2.73243, 2.69529, 1.73572], [1.44073, 3.68874, 1.52982], [-3.01755, -1.83924, -4.41968], [-3.22039, -0.49548, -3.12984], [-4.70606, -1.15892, -4.15705], [-4.84318, -3.18780, -2.87874], [-4.36933, -2.09041, -1.48090], [-2.77806, -4.44385, -2.68954], [-1.81425, -2.79455, -2.91859], [-0.72811, -5.23315, -2.72696], [1.92570, -5.27122, -2.85630], [2.66379, -3.30848, -0.82088], [-0.17135, -2.46391, 1.53404], [-0.48178, -1.16469, 0.27540], [2.62369, -1.91234, 0.71216], [1.71854, -1.36281, 2.22539], [4.25505, 1.59950, -2.00684], [2.66222, 2.31330, -1.43177], [3.26903, 0.12373, -3.58610], [2.03440, -0.50876, -2.26528], [1.69402, 1.06698, -3.25859], [3.35528, 3.01815, 2.65429], [3.44675, 2.72255, 0.84088], [1.70987, 4.66875, 2.04985], [0.52449, 3.16329, 1.98896], [1.29374, 3.77715, 0.39927], [-0.79788, -3.16815, 5.05238], [0.41378, -4.67892, 5.15070], [0.05172, -1.61774, 4.25288], [-2.45281, -3.62780, 4.15096], [-1.05639, -2.89764, 6.07652], [0.23921, -2.22037, 9.28910], [1.56376, -1.88685, 7.91100], [-1.56085, -1.85935, 8.66004], [0.39999, -4.00704, 10.02706], [0.43957, -1.52090, 10.10004], [-6.42997, 2.17620, -0.69807], [-4.50234, 1.94644, -0.76924], [-6.98062, 3.77509, -1.64423], [-7.37981, 0.60446, -1.32397], [-6.69878, 2.31363, 0.34874], [-4.88343, 5.60016, -5.28791], [-6.51393, 6.32214, -4.52219], [-3.30118, 6.38054, -4.48019], [-4.84738, 3.66105, -5.21468], [-4.87435, 5.87964, -6.34102], [-0.84127, 3.54982, -3.25206], [-1.56927, 1.92895, -2.47446], [0.36943, 4.45410, -2.03364], [-0.02826, 3.22945, -4.98394], [-1.68334, 4.22287, -3.41443], [4.48118, 6.50589, 1.34926], [2.85749, 6.04882, 0.38663], [5.31189, 4.94815, 2.15302], [5.72695, 7.48943, 0.23377], [4.19187, 7.16830, 2.16441], [-5.53848, 0.17461, 9.05654], [-6.09242, -1.52347, 9.81389], [-4.47016, 1.20759, 10.30378], [-4.63760, -0.05634, 7.35375], [-6.44442, 0.74772, 8.86233], [3.70953, -6.01537, 3.54606], [3.39971, -7.91493, 3.30961], [5.58416, -5.62198, 3.85097], [2.98502, -4.97774, 2.07377], [3.17050, -5.71329, 4.44359], [4.93460, -11.99888, 3.88218], [6.08347, -10.43876, 3.98742], [3.17069, -11.55417, 3.20351], [5.75662, -13.43245, 2.86666], [4.80096, -12.36504, 4.89943], [-6.39400, -2.99642, 5.17979], [-6.83975, -1.11449, 5.00706], [-6.15212, -3.84132, 3.44886], [-4.86173, -3.27696, 6.33813], [-7.24518, -3.48225, 5.65539], [-2.36941, 7.43276, -8.39743], [-4.00021, 8.16121, -7.64004], [-0.78824, 8.20848, -7.58454], [-2.34403, 5.49371, -8.31936], [-2.35540, 7.70999, -9.45085], [3.20355, -0.44104, -7.27773], [3.11947, 1.44598, -6.83517], [1.78453, -1.44741, -6.41632], [3.23149, -0.73130, -9.19513], [4.14646, -0.81907, -6.88430], [6.81372, 9.00550, -3.59265], [6.48827, 10.91037, -3.76131], [6.95587, 8.14149, -5.32393], [8.35424, 8.63368, -2.47284], [5.94560, 8.57682, -3.09287]], "e_lumo_ev": -2.636, "homo_energy_ha": -0.41881, "total_charge": 1, "homo_lumo_gap_ev": 8.76}